[1]
{"formula": "C26H25HgNOSi", "method": "ωB97M-V/def2-TZVPD", "species": ["C", "C", "C", "C", "C", "Hg", "C", "C", "C", "N", "H", "H", "H", "H", "H", "H", "H", "H", "H", "H", "O", "Si", "C", "C", "C", "C", "C", "C", "C", "C", "C", "C", "C", "C", "C", "C", "C", "C", "C", "C", "H", "H", "H", "H", "H", "H", "H", "H", "H", "H", "H", "H", "H", "H", "H"], "coordinates": [[2.518, 2.708, -2.616], [3.540, 2.407, -1.674], [3.004, 2.565, -0.362], [1.642, 2.951, -0.496], [1.338, 3.033, -1.889], [1.764, 0.757, -1.470], [3.633, -0.828, -1.300], [3.481, -0.751, -2.627], [3.598, -0.784, -3.939], [0.875, 0.027, -2.735], [3.538, 2.403, 0.576], [4.562, 2.110, -1.921], [0.940, 3.131, 0.320], [0.369, 3.289, -2.321], [2.610, 2.664, -3.702], [4.331, -0.169, -0.769], [0.428, -0.288, -3.604], [3.134, -1.611, -0.717], [4.425, -1.349, -4.390], [2.898, -0.264, -4.599], [0.417, 0.499, -0.175], [-0.685, -0.234, 0.712], [-1.094, -1.900, -0.023], [-1.397, -2.012, -1.391], [-1.738, -3.251, -1.942], [-1.786, -4.388, -1.131], [-1.490, -4.286, 0.230], [-1.143, -3.049, 0.783], [-0.233, -0.410, 2.495], [-1.044, 0.149, 3.494], [-0.712, -0.022, 4.841], [0.429, -0.748, 5.193], [1.240, -1.304, 4.199], [0.909, -1.137, 2.850], [-2.165, 0.891, 0.468], [-3.330, 0.467, -0.199], [-4.384, 1.361, -0.418], [-4.292, 2.680, 0.034], [-3.146, 3.105, 0.707], [-2.085, 2.220, 0.918], [-1.380, -1.141, -2.030], [-1.972, -3.329, -2.997], [-2.059, -5.345, -1.557], [-1.536, -5.165, 0.859], [-0.932, -2.994, 1.842], [-1.938, 0.703, 3.243], [-1.343, 0.404, 5.610], [0.682, -0.883, 6.236], [2.120, -1.869, 4.471], [1.538, -1.578, 2.088], [-3.430, -0.541, -0.569], [-5.271, 1.034, -0.946], [-5.108, 3.370, -0.141], [-3.074, 4.130, 1.054], [-1.198, 2.574, 1.427]], "homo_energy_ev": [1.8, 1.9], "de_lowest_ev": 6.125, "lumo_energy_ev": [4.7, 4.7], "total_charge": -2, "e_tot_ha": -1578.24040}



[2]
{"formula": "C26H25N3O2", "method": "ωB97M-V/def2-TZVPD", "species": ["C", "C", "C", "C", "C", "O", "C", "C", "O", "N", "N", "C", "C", "C", "N", "C", "C", "C", "C", "C", "C", "C", "C", "C", "C", "C", "C", "C", "C", "C", "C", "H", "H", "H", "H", "H", "H", "H", "H", "H", "H", "H", "H", "H", "H", "H", "H", "H", "H", "H", "H", "H", "H", "H", "H", "H"], "coordinates": [[4.915, 4.173, 0.710], [4.406, 2.776, 0.526], [5.213, 1.801, -0.037], [4.773, 0.501, -0.227], [3.486, 0.163, 0.157], [2.910, -1.072, 0.010], [3.628, -2.104, -0.628], [2.709, -3.307, -0.911], [3.121, -4.294, -1.469], [1.440, -3.076, -0.508], [0.422, -3.958, -0.635], [-0.767, -3.568, -0.391], [-1.255, -2.258, -0.021], [-0.736, -1.010, -0.301], [-1.520, -0.032, 0.228], [-1.307, 1.384, 0.099], [-2.424, 2.067, -0.657], [-2.836, 3.341, -0.294], [-3.854, 3.972, -0.986], [-4.473, 3.332, -2.046], [-4.066, 2.060, -2.413], [-3.044, 1.432, -1.725], [-2.582, -0.617, 0.866], [-3.645, -0.040, 1.551], [-4.582, -0.888, 2.099], [-4.469, -2.275, 1.976], [-3.416, -2.852, 1.301], [-2.458, -2.018, 0.729], [2.670, 1.132, 0.737], [3.110, 2.428, 0.926], [2.203, 3.446, 1.547], [4.280, 4.887, 0.185], [5.928, 4.266, 0.328], [4.917, 4.446, 1.765], [6.218, 2.058, -0.340], [5.438, -0.226, -0.664], [4.465, -2.450, -0.007], [4.031, -1.771, -1.593], [1.264, -2.193, -0.028], [-1.507, -4.356, -0.446], [0.110, -0.733, -0.903], [-0.359, 1.540, -0.428], [-1.218, 1.831, 1.097], [-2.358, 3.842, 0.537], [-4.167, 4.964, -0.694], [-5.271, 3.821, -2.582], [-4.545, 1.555, -3.238], [-2.732, 0.439, -2.016], [-3.737, 1.031, 1.642], [-5.423, -0.475, 2.636], [-5.225, -2.903, 2.422], [-3.334, -3.925, 1.214], [1.678, 0.840, 1.049], [2.666, 3.883, 2.430], [1.259, 2.994, 1.840], [1.999, 4.255, 0.846]], "homo_energy_ev": -8.0, "smiles": "Cc1ccc(OCC(=O)N/N=C\\c2cn(Cc3ccccc3)c3ccccc23)cc1C", "de_lowest_ev": 1.798, "lumo_energy_ev": 0.5, "total_charge": 0, "e_tot_ha": -1320.50951}



[3]
{"formula": "C26H25N7O2PdS", "method": "ωB97M-V/def2-TZVPD", "species": ["Pd", "C", "C", "N", "N", "C", "N", "S", "C", "C", "C", "C", "C", "N", "H", "H", "H", "H", "H", "H", "H", "H", "H", "H", "O", "C", "O", "C", "C", "C", "C", "C", "C", "N", "C", "C", "C", "C", "C", "C", "N", "H", "H", "H", "H", "H", "H", "H", "H", "H", "H", "C", "C", "C", "N", "C", "C", "H", "H", "H", "H", "H"], "coordinates": [[0.097, -0.194, -0.213], [-1.473, -0.569, 3.784], [-0.624, -0.399, 2.573], [-1.024, -0.700, 1.373], [-2.264, -1.287, 1.175], [-2.849, -1.112, -0.014], [-4.041, -1.584, -0.269], [-2.030, -0.186, -1.226], [0.753, 0.098, 2.637], [1.410, 0.360, 3.819], [2.731, 0.815, 3.783], [3.337, 0.996, 2.559], [2.623, 0.712, 1.395], [1.368, 0.272, 1.428], [-2.532, -0.437, 3.561], [-1.205, 0.171, 4.536], [-1.321, -1.559, 4.230], [-2.694, -1.787, 1.943], [-4.616, -2.044, 0.430], [-4.466, -1.463, -1.182], [0.914, 0.214, 4.769], [3.262, 1.024, 4.705], [4.359, 1.345, 2.481], [3.085, 0.842, 0.427], [-4.677, 6.344, 0.652], [-4.089, 5.379, 1.364], [-4.411, 5.160, 2.493], [-2.998, 4.542, 0.725], [-2.288, 4.847, -0.430], [-1.312, 3.988, -0.918], [-1.031, 2.817, -0.218], [-1.717, 2.520, 0.954], [-2.687, 3.375, 1.424], [-0.009, 1.913, -0.669], [0.916, 2.260, -1.482], [1.883, 1.276, -1.924], [2.992, 1.593, -2.679], [3.914, 0.593, -2.981], [3.686, -0.686, -2.505], [2.552, -0.955, -1.753], [1.657, 0.011, -1.476], [-4.380, 6.396, -0.264], [-2.467, 5.771, -0.967], [-0.804, 4.249, -1.837], [-1.460, 1.637, 1.515], [-3.226, 3.185, 2.344], [1.000, 3.285, -1.832], [3.138, 2.611, -3.019], [4.796, 0.817, -3.568], [4.372, -1.497, -2.715], [2.365, -1.948, -1.383], [0.228, -4.874, -1.312], [0.538, -4.442, -0.026], [0.476, -3.097, 0.263], [0.134, -2.191, -0.682], [-0.150, -2.595, -1.939], [-0.111, -3.933, -2.276], [0.258, -5.928, -1.559], [0.835, -5.139, 0.747], [0.714, -2.720, 1.248], [-0.383, -1.839, -2.672], [-0.344, -4.225, -3.292]], "homo_energy_ev": -19.0, "de_lowest_ev": 0.471, "lumo_energy_ev": -14.7, "total_charge": 4, "e_tot_ha": -2064.09846}



[4]
{"formula": "C26H26BN4PPtS2", "method": "ωB97M-V/def2-TZVPD", "species": ["Pt", "C", "N", "C", "C", "N", "B", "N", "C", "C", "N", "C", "C", "S", "C", "S", "H", "H", "H", "H", "H", "H", "H", "H", "H", "H", "H", "H", "C", "C", "C", "C", "C", "C", "P", "C", "C", "C", "C", "C", "C", "C", "C", "C", "C", "C", "C", "H", "H", "H", "H", "H", "H", "H", "H", "H", "H", "H", "H", "H", "H"], "coordinates": [[0.138, 0.226, 0.502], [-1.130, -3.129, -3.308], [0.155, -2.996, -2.623], [1.183, -3.904, -2.675], [2.183, -3.408, -1.908], [1.775, -2.193, -1.401], [2.612, -1.357, -0.401], [3.233, -0.073, -1.117], [4.292, -0.150, -1.931], [4.705, 1.138, -2.260], [3.893, 1.983, -1.618], [3.958, 3.447, -1.665], [2.958, 1.253, -0.911], [1.763, 1.990, -0.012], [0.530, -1.963, -1.850], [-0.475, -0.581, -1.570], [-1.233, -4.158, -3.640], [-1.170, -2.462, -4.166], [-1.935, -2.890, -2.617], [1.108, -4.820, -3.234], [3.140, -3.829, -1.656], [3.540, -2.021, -0.044], [1.944, -0.998, 0.550], [4.731, -1.092, -2.215], [5.518, 1.471, -2.884], [4.869, 3.728, -2.183], [3.975, 3.839, -0.652], [3.093, 3.835, -2.199], [-6.036, 2.251, -0.281], [-5.474, 3.239, 0.515], [-4.159, 3.127, 0.938], [-3.407, 2.013, 0.559], [-3.974, 1.022, -0.243], [-5.289, 1.143, -0.659], [-1.730, 1.778, 1.148], [-1.011, 3.367, 1.576], [-0.273, 3.522, 2.751], [0.373, 4.724, 3.005], [0.292, 5.765, 2.091], [-0.434, 5.610, 0.916], [-1.079, 4.413, 0.652], [-1.664, 0.682, 2.574], [-2.408, 0.647, 3.742], [-2.094, -0.328, 4.681], [-1.058, -1.238, 4.458], [-0.314, -1.207, 3.290], [-0.620, -0.231, 2.339], [-7.063, 2.345, -0.609], [-6.061, 4.099, 0.809], [-3.724, 3.898, 1.561], [-3.389, 0.158, -0.537], [-5.733, 0.376, -1.279], [-0.216, 2.716, 3.472], [0.928, 4.850, 3.924], [0.786, 6.705, 2.299], [-0.505, 6.426, 0.209], [-1.651, 4.297, -0.262], [-3.212, 1.350, 3.920], [-2.663, -0.388, 5.600], [-0.839, -1.985, 5.211], [0.479, -1.924, 3.126]], "homo_energy_ev": [-12.4, -13.9], "spin_multiplicity": 5, "lumo_energy_ev": [-4.9, -9.2], "total_charge": 2, "e_tot_ha": -2506.75630}